The following is a DFT calculation (wB97M-V/def2-TZVPD) of a molecular structure, C13H26Br2InO10S2.

## Properties
- HOMO-LUMO gap: 5.0230 eV
- HOMO energy: -3.0 eV
- Total charge: -1

Each line ends with the Löwdin charge.
CARTESIAN COORDINATES (ANGSTROEM)
C 4.9371 0.7894 -0.9742  -0.097
C 4.3465 -0.0753 0.2379  -0.234
O 4.3564 -1.5081 0.0246  -0.071
C 3.9655 -1.8635 -1.2956  -0.372
O 4.8807 -2.2351 -2.0846  0.030
C 2.4782 -1.8832 -1.8579  -0.100
C 1.5753 -0.6311 -1.4307  -0.311
C 0.8903 -0.8482 0.0358  -0.323
In -1.0167 -2.0945 -0.0872  0.454
C -2.6229 -1.1475 -1.3768  -0.792
Br -3.8153 -2.6697 -1.9869  0.403
C -3.5986 -0.1292 -0.5428  -0.782
C -4.2984 0.8319 -1.6431  -0.202
Br -5.1121 -1.0778 0.3811  0.518
H 5.0161 1.8754 -0.5887  0.082
H 5.9881 0.4672 -1.2641  0.081
H 4.2244 0.8333 -1.8748  0.080
H 3.2907 0.3427 0.4503  0.108
H 4.9427 0.1289 1.1981  0.127
H 2.5163 -1.9072 -3.0081  0.122
H 1.9248 -2.8513 -1.5573  0.118
H 2.2037 0.3180 -1.3419  0.045
H 0.7586 -0.4626 -2.2065  0.091
H 1.6551 -1.4462 0.6545  0.038
H 0.6842 0.1820 0.4694  0.010
H -1.6644 -2.1760 1.6370  -0.063
H -0.7056 -3.7750 -0.6403  -0.118
H -2.2544 -0.5917 -2.3022  0.020
H -2.9713 0.5004 0.1765  0.088
H -3.6800 1.7649 -1.8794  0.060
H -4.4841 0.1760 -2.5601  0.059
H -5.3290 1.1774 -1.2547  0.049
C -1.9225 -1.5257 6.3105  -0.189
C -1.2011 -0.4405 5.5228  -0.178
O -0.4862 -1.1347 4.5001  -0.188
S -1.3262 -2.4536 4.0634  0.668
O -2.0803 -2.1344 2.8697  -0.319
O -0.4600 -3.5884 4.1494  -0.216
O -2.3491 -2.4776 5.3372  -0.201
H -1.2417 -2.0280 7.0042  0.127
H -2.7787 -1.1355 6.8621  0.129
H -0.5171 0.1378 6.1438  0.131
H -1.9123 0.2353 5.0386  0.132
C 0.3057 3.9275 -3.4506  -0.175
C -1.0348 3.2094 -3.4771  -0.175
O -0.9685 2.2627 -2.4125  -0.199
S -0.0510 2.8683 -1.2194  0.658
O -0.9173 3.4458 -0.2351  -0.223
O 0.9599 1.9098 -0.8979  -0.244
O 0.6272 4.0759 -2.0677  -0.192
H 1.0870 3.3223 -3.9191  0.133
H 0.2614 4.9021 -3.9378  0.132
H -1.2194 2.7075 -4.4268  0.138
H -1.8568 3.8997 -3.2651  0.132


The following is a DFT calculation (wB97M-V/def2-TZVPD) of a molecular structure, C13H26CeN3O2P.

## Properties
- HOMO-LUMO gap (alpha / beta): 7.0503 / 3.6184 eV
- 2S+1: 2
- HOMO energy (alpha / beta): -17.9 / -17.8 eV
- Total charge: +3

Each line ends with the Löwdin charge.
CARTESIAN COORDINATES (ANGSTROEM)
C -2.7316 0.6600 -1.3634  -0.085
C -2.3907 1.5672 -0.2042  -0.244
N -1.2856 1.2503 0.4836  -0.004
C -0.7223 2.2112 1.2816  -0.288
C -1.5319 3.2347 1.8101  0.032
C -2.7618 3.4761 1.2135  0.031
C -3.1612 2.6643 0.1474  0.036
C 0.7611 2.2100 1.3601  -0.224
P 1.8358 0.7014 1.7144  0.989
H -4.0906 2.7886 -0.4025  0.142
H -1.1480 3.9304 2.5661  0.144
H -3.4034 4.3055 1.5200  0.147
C -2.9132 -1.4154 -0.1183  -0.048
C -2.2499 -1.4846 -2.4423  -0.031
H 1.0564 2.8844 2.1648  0.128
H -2.3518 1.0761 -2.3113  0.155
H -3.8280 0.5898 -1.4510  0.160
C 1.9571 0.1764 3.4676  -0.175
C 3.4184 1.5914 1.4636  -0.176
H 2.6429 -0.6923 3.5083  0.084
H 2.3600 0.9823 4.0983  0.093
H 0.9681 -0.1505 3.8191  0.064
H 4.1333 0.8537 1.0704  0.077
H 3.2874 2.4090 0.7323  0.081
H 3.7842 2.0065 2.4189  0.093
H -3.3057 -1.7149 -2.6879  0.131
H -1.8194 -0.9019 -3.2705  0.112
H -1.6949 -2.4344 -2.3569  0.111
H -3.8492 -1.8306 -0.5272  0.135
H -2.3093 -2.2401 0.2931  0.094
H -3.1685 -0.7412 0.7036  0.114
Ce 0.1152 -0.7518 -0.1358  1.354
H -0.4248 -1.1649 1.6656  0.014
O 1.2123 1.2331 -0.9446  -0.336
H 1.0190 2.0086 0.0379  0.055
H 0.8135 1.7721 -1.6925  0.118
N -2.1561 -0.7074 -1.1823  -0.393
C 3.0306 -4.1717 -1.1617  0.053
C 2.2711 -2.9932 -1.6518  -0.443
N 2.4817 -2.5767 -2.9111  0.264
O 1.4507 -2.3940 -0.8924  -0.214
H 3.5036 -4.6851 -1.9988  0.110
H 2.3575 -4.8562 -0.6323  0.121
H 3.8075 -3.8513 -0.4562  0.124
H 1.9305 -1.7545 -3.2514  0.168
H 3.1000 -3.0699 -3.4940  0.129


The following is a DFT calculation (wB97M-V/def2-TZVPD) of 2 unconnected molecules or ions with the total composition C13H26FIN3O2.

## Properties
- HOMO-LUMO gap: 8.7916 eV
- HOMO energy: -12.4 eV
- Total charge: +1

Each line ends with the Löwdin charge.
CARTESIAN COORDINATES (ANGSTROEM)
C -4.4364 0.5675 -0.5466  -0.070
C -3.3466 -0.4530 -0.2294  -0.395
C -2.7498 -0.9119 -1.5636  -0.063
C -2.2570 0.2729 0.5886  -0.138
C -1.6953 -0.5579 1.7303  -0.259
C -0.6945 -1.6396 1.3323  -0.058
C 0.5679 -1.0849 0.7399  -0.318
F 0.4301 -0.6331 -0.5351  0.048
N 1.1064 0.0161 1.5645  0.202
C 0.1739 0.8429 2.1211  -0.301
N 0.3879 2.1272 2.1509  0.151
C -0.5252 3.1054 2.7195  -0.149
C -1.2954 3.7517 1.5717  -0.832
O -0.8139 3.8285 0.4514  -0.002
I -3.2388 4.5342 1.9770  0.906
N -0.9930 0.3628 2.6724  0.108
H -4.9943 0.8596 0.3338  0.081
H -5.0864 0.2236 -1.3392  0.084
H -3.9425 1.4625 -0.9109  0.083
H -3.7443 -1.2888 0.3330  0.133
H -1.8134 -1.4368 -1.4434  0.059
H -2.5673 -0.0226 -2.1547  0.088
H -3.4555 -1.5093 -2.1243  0.084
H -2.7295 1.1294 1.0599  0.098
H -1.4783 0.6495 -0.0615  0.117
H -2.5023 -1.0482 2.2503  0.154
H -1.1134 -2.4070 0.6985  0.137
H -0.3763 -2.1439 2.2404  0.135
H 1.3084 -1.8733 0.7203  0.159
H 1.6732 0.5840 0.9363  0.148
H 1.2242 2.5046 1.7357  0.177
H 0.0653 3.8893 3.1795  0.142
H -1.1607 2.6867 3.4780  0.107
H -0.8297 -0.0796 3.5700  0.165
C 4.5435 -1.9244 -3.5857  -0.056
C 4.0852 -1.7986 -2.1416  -0.503
C 3.5840 -0.3949 -1.8341  -0.067
O 5.1388 -2.1502 -1.2480  -0.049
H 5.3741 -1.2419 -3.7826  0.085
H 4.8961 -2.9354 -3.7854  0.084
H 3.7363 -1.6930 -4.2817  0.083
H 3.2869 -2.5176 -1.9508  0.134
H 4.3813 0.3393 -1.9726  0.085
H 3.2610 -0.3312 -0.7915  0.051
H 2.7467 -0.1202 -2.4773  0.082
H 5.8687 -1.5409 -1.3952  0.088


The following is a DFT calculation (wB97M-V/def2-TZVPD) of a gas-phase ion, C13H26N3O2 (charge +1).

## Properties
- HOMO-LUMO gap: 9.2468 eV
- HOMO energy: -12.2 eV
- Total charge: +1
- Energy above the lowest of the compared OMol25 structures with the same formula, charge and spin: 0.0 kcal per mole

Each line ends with the Löwdin charge.
CARTESIAN COORDINATES (ANGSTROEM)
C -1.4933 3.6407 2.4696  -0.132
C -1.6418 4.0818 0.9554  -0.256
C -1.9134 2.7960 0.0620  -0.184
C -1.0602 2.7783 -1.2962  -0.172
N 0.3735 3.0913 -1.0164  0.068
C 1.2246 1.9473 -1.0052  -0.175
N 2.5411 2.1502 -1.4144  0.133
C 3.2174 0.8725 -1.3401  0.069
C 2.2222 -0.0967 -0.8803  -0.179
O 2.5666 -1.4136 -0.7570  -0.023
C 1.8556 -2.1214 0.2965  -0.117
C 0.8942 -3.1935 -0.4383  -0.271
C 0.4485 -2.7191 -1.8824  -0.073
C -0.3301 -3.6635 0.4601  -0.365
C -1.7201 -2.9761 0.0964  -0.087
C -0.0918 -3.5576 2.0240  -0.087
N 0.9996 0.6204 -0.6780  0.007
O -0.1675 0.0932 -0.2481  0.046
H -1.4039 4.5519 3.1396  0.083
H -0.5537 3.0223 2.6234  0.071
H -2.3526 2.9922 2.8061  0.079
H -2.5018 4.8087 0.8621  0.111
H -0.7112 4.6540 0.6834  0.097
H -3.0191 2.8058 -0.1880  0.125
H -1.7215 1.8811 0.7000  0.084
H -1.2064 1.7454 -1.7434  0.121
H -1.5695 3.4939 -1.9948  0.135
H 0.7031 3.6740 -1.7965  0.143
H 2.9534 3.0318 -1.7279  0.178
H 4.2833 0.6529 -1.5835  0.144
H 1.3022 -1.4652 1.0194  0.113
H 2.5827 -2.7496 0.8985  0.142
H 1.5600 -4.0999 -0.6003  0.145
H -0.0560 -1.7146 -1.9117  0.069
H 1.2715 -2.7377 -2.6461  0.089
H -0.3305 -3.4679 -2.2350  0.094
H -0.4773 -4.7700 0.2382  0.142
H -2.4389 -3.2942 0.9187  0.089
H -2.1517 -3.3099 -0.8843  0.079
H -1.6968 -1.8514 0.1259  0.062
H -0.8936 -4.1354 2.5684  0.092
H -0.2080 -2.4782 2.3277  0.073
H 0.9492 -3.8989 2.2835  0.085
H -0.2381 0.3287 0.7089  0.153


The following is a DFT calculation (wB97M-V/def2-TZVPD) of a molecular structure, C13H26N4OP2Sr.

## Properties
- HOMO-LUMO gap (alpha / beta): 6.9846 / 3.8420 eV
- 2S+1: 2
- HOMO energy (alpha / beta): -9.8 / -9.8 eV
- Total charge: +1
- Energy above the lowest of the compared OMol25 structures with the same formula, charge and spin: 76.1 kcal per mole

Each line ends with the Löwdin charge.
CARTESIAN COORDINATES (ANGSTROEM)
Sr 0.3519 0.2324 0.2845  1.113
P 0.7203 1.9617 2.3912  0.734
P 2.2150 0.5917 -1.7717  0.633
N -1.9613 0.3065 1.0088  -0.141
N -0.9252 -0.6283 -1.5216  -0.232
H -3.5827 -1.0274 0.6373  0.135
H -2.6372 -1.9401 -1.4816  0.123
H -2.0317 -1.8169 0.8439  0.109
C -2.5051 -0.9151 0.4240  -0.191
H -3.0035 -0.2117 -1.5189  0.110
C -2.2929 -0.9554 -1.1243  -0.213
H -2.7090 0.3350 2.9795  0.139
H -0.6004 -1.3640 -3.4810  0.122
C -1.8968 0.6636 2.2881  -0.195
C -0.2008 -0.8118 -2.5935  -0.292
C -0.8593 1.4396 2.9513  -0.349
C 1.1664 -0.3433 -2.8284  -0.479
H -1.1248 1.7262 3.9803  0.069
H 1.5809 -0.6391 -3.8043  0.025
H 2.5082 2.0258 -1.9935  -0.055
H 3.3232 -0.1235 -1.0913  -0.083
H 0.8392 3.3303 1.8864  -0.005
H 1.9343 1.3972 3.0120  -0.022
H -1.4515 1.5965 -2.4159  0.116
C -1.3966 2.5579 -1.8923  -0.474
C -0.3286 3.4081 -2.5262  -0.040
C -2.7678 3.1783 -1.8404  -0.043
O -0.9362 2.2586 -0.5333  -0.236
H -0.6149 3.7037 -3.5379  0.095
H -0.1705 4.3094 -1.9252  0.093
H 0.6186 2.8676 -2.5923  0.031
H -3.4838 2.5018 -1.3630  0.077
H -2.7184 4.1011 -1.2537  0.092
H -3.1509 3.4162 -2.8386  0.094
H -1.6622 1.7821 -0.0264  0.044
C 4.0070 -3.9675 2.0621  0.000
N 2.7298 -3.2976 1.9048  -0.128
C 1.5291 -3.6619 2.4749  -0.048
C 0.5993 -2.7508 2.0784  -0.126
N 1.2212 -1.8379 1.2452  -0.116
C 2.5188 -2.1782 1.1698  -0.131
H 4.2631 -3.9750 3.1328  0.105
H 3.9061 -5.0005 1.6955  0.106
H 4.7615 -3.4227 1.4861  0.100
H 1.4111 -4.5294 3.1142  0.132
H -0.4564 -2.6345 2.2898  0.097
H 3.2635 -1.6590 0.6141  0.104


no.,strongest force on any atom (eV Å⁻¹)
1,4.683
2,4.907
3,2.818
4,4.823
5,2.608